Record 1
Density functional theory data (ωB97M-V with the def2-TZVPD basis set) for an isolated molecule of C4H7NO2 at a distorted geometry.

```
! RIJCOSX wB97M-V def2-TZVPD def2/J DEFGRID3
* xyz 0 1
C 1.27 0.10 -0.26
O -2.08 -0.12 -1.54
H -0.94 -1.87 0.65
H 2.10 0.33 -0.93
H -2.42 -0.96 0.79
O 1.82 1.23 1.85
H 0.40 1.91 0.66
H -0.76 -0.23 1.25
C -1.36 -0.85 0.57
H 1.44 -0.90 0.14
C -1.15 -0.23 -0.77
C 1.17 1.14 0.85
N 0.10 0.14 -1.17
H 0.42 0.31 -2.10
*
```

As for the largest force on an atom: 3.0 eV Å⁻¹. The orbital gap comes out at 10.5 eV. Its SMILES is CC(=O)NCC=O. The value obtained for the relative energy (zero: lowest compared OMol25 entry of this formula, charge and spin) is 1.1968 eV. The highest occupied orbital energy comes out at -9.916 eV.

---

Record 2
Density functional theory data (ωB97M-V with the def2-TZVPD basis set) for an isolated molecule of C4H7NO2.

```
! RIJCOSX wB97M-V def2-TZVPD def2/J DEFGRID3
* xyz 0 1
H -1.97 0.68 -1.17
N -0.69 -1.07 -0.16
H 0.94 1.67 -0.64
C 1.41 -0.58 1.02
H -1.20 -2.83 -0.01
H 1.13 -0.68 2.07
O -0.98 1.99 0.16
O -0.48 -2.32 0.39
H 2.20 0.17 0.93
H 1.80 -1.56 0.70
C 0.02 1.14 -0.40
H -1.16 2.13 -1.98
C -1.20 1.44 -1.14
C 0.21 -0.23 0.18
*
```

As for the largest force on an atom: 0.6 eV Å⁻¹. The orbital gap comes out at 10.7 eV. Its SMILES is C/C(=N\O)[C@H]1CO1. The value obtained for the relative energy (zero: lowest compared OMol25 entry of this formula, charge and spin) is 3.6290 eV. The highest occupied orbital energy comes out at -9.700 eV.

---

Record 3
Density functional theory data (ωB97M-V with the def2-TZVPD basis set) for an isolated molecule of C4H7NO2 at a distorted geometry.

```
! RIJCOSX wB97M-V def2-TZVPD def2/J DEFGRID3
* xyz 0 1
H -2.02 -1.78 -0.45
C 1.72 0.45 0.70
H 1.28 0.03 1.56
O 1.96 -0.54 -0.34
H -1.01 0.87 -1.34
H -2.75 -0.15 -0.57
N -0.70 -0.23 0.33
C -2.01 -0.74 0.00
H 1.63 1.84 -0.93
C -0.35 0.75 -0.47
H 2.61 1.00 1.03
O 1.16 -1.56 -0.21
C 0.97 1.20 -0.27
H -2.48 -1.12 0.95
*
```

As for the largest force on an atom: 3.6 eV Å⁻¹. The orbital gap (alpha / beta) comes out at 8.9 / 8.4 eV. The value obtained for the relative energy (zero: lowest compared OMol25 entry of this formula, charge and spin) is 7.9068 eV. The highest occupied orbital energy (alpha / beta) comes out at -9.527 / -8.493 eV.

---

Record 4
Density functional theory data (ωB97M-V with the def2-TZVPD basis set) for an isolated molecule of C4H7NO2 at a distorted geometry.

```
! RIJCOSX wB97M-V def2-TZVPD def2/J DEFGRID3
* xyz 0 1
C 2.05 -0.14 -0.68
H 2.92 -0.77 -0.72
H 1.07 -1.39 0.69
O -1.89 1.50 0.73
C -0.72 -0.43 -0.46
C -0.86 0.71 0.46
O -1.71 -1.44 -0.36
H 2.03 0.76 -1.29
C 0.96 -0.50 0.08
H -0.61 -0.15 -1.50
H 0.70 1.63 1.41
H -1.63 -1.85 0.51
H -2.62 1.31 0.12
N 0.31 0.77 1.02
*
```

As for the largest force on an atom: 1.3 eV Å⁻¹. The orbital gap comes out at 6.7 eV. The value obtained for the relative energy (zero: lowest compared OMol25 entry of this formula, charge and spin) is 4.9162 eV. The highest occupied orbital energy comes out at -6.399 eV.

---

Record 5
Density functional theory data (ωB97M-V with the def2-TZVPD basis set) for an isolated molecule of C4H7NO2 at a distorted geometry.

```
! RIJCOSX wB97M-V def2-TZVPD def2/J DEFGRID3
* xyz 0 1
C 0.69 0.41 -1.16
O -0.52 -1.18 0.96
H 0.52 0.17 2.23
H 0.51 1.11 -1.98
H 0.37 1.92 0.44
C 0.12 0.90 0.17
H -1.74 -1.73 -0.66
O -1.31 0.83 0.12
C 0.51 -0.20 1.19
H 1.48 -0.66 0.98
H -1.52 0.16 0.80
H 1.78 0.26 -1.09
C -0.78 -1.23 -0.51
N -0.06 -0.81 -1.45
*
```

As for the largest force on an atom: 1.6 eV Å⁻¹. The orbital gap comes out at 10.2 eV. Its SMILES is O[C@@H]1CN=COC1. The value obtained for the relative energy (zero: lowest compared OMol25 entry of this formula, charge and spin) is 3.0430 eV. The highest occupied orbital energy comes out at -9.303 eV.

---

Record 6
Density functional theory data (ωB97M-V with the def2-TZVPD basis set) for a cluster of 3 separate species, C4H7NO2 in total at a distorted geometry.

```
! RIJCOSX wB97M-V def2-TZVPD def2/J DEFGRID3
* xyz 0 1
H 1.00 -1.69 0.88
H -1.55 -1.06 -0.12
H -1.44 1.80 -0.51
C -0.71 0.03 1.51
O 0.20 -0.01 2.31
H -0.65 2.32 -0.22
C 1.35 -0.43 -0.80
H -1.71 0.42 1.81
H 1.84 -0.79 -1.70
C 0.03 0.23 -1.07
O -0.38 0.93 -1.95
N 0.60 -1.44 -0.02
C -0.59 -0.58 0.12
H 2.01 0.25 -0.24
*
```

As for the largest force on an atom: 4.8 eV Å⁻¹. The orbital gap comes out at 10.4 eV. The value obtained for the relative energy (zero: lowest compared OMol25 entry of this formula, charge and spin) is 4.5485 eV. The highest occupied orbital energy comes out at -9.898 eV.

---

Record 7
Density functional theory data (ωB97M-V with the def2-TZVPD basis set) for an isolated molecule of C4H7NO2 at a distorted geometry.

```
! RIJCOSX wB97M-V def2-TZVPD def2/J DEFGRID3
* xyz 0 1
H -0.63 0.26 1.41
C -1.53 -0.62 -0.32
C -0.31 -0.02 0.36
O 2.24 -0.16 -0.65
H 0.37 1.28 -1.44
C 0.35 1.08 -0.29
H 1.17 2.86 0.01
H -2.29 0.07 -0.48
H -1.89 -1.42 0.40
H 0.59 -1.90 1.41
H -1.41 -1.09 -1.36
C 0.74 -1.24 0.56
O 0.79 2.12 0.46
N 1.81 -1.21 -0.08
*
```

As for the largest force on an atom: 3.7 eV Å⁻¹. The orbital gap (alpha / beta) comes out at 8.3 / 8.3 eV. The value obtained for the relative energy (zero: lowest compared OMol25 entry of this formula, charge and spin) is 5.1794 eV. The highest occupied orbital energy (alpha / beta) comes out at -8.022 / -8.027 eV.

---

Record 8
Density functional theory data (ωB97M-V with the def2-TZVPD basis set) for an isolated molecule of C4H7NO2 at a distorted geometry.

```
! RIJCOSX wB97M-V def2-TZVPD def2/J DEFGRID3
* xyz 0 1
C 0.33 -0.77 -0.57
H 0.69 -1.50 -1.30
H -1.48 0.06 1.24
H 0.55 1.46 1.28
C 0.21 0.74 -0.81
H -1.83 -1.29 -1.02
O -1.21 0.70 -0.57
C 1.06 0.93 0.46
N 1.18 -0.54 0.60
H 0.81 -0.93 1.46
H 0.45 1.27 -1.72
H 2.04 1.41 0.30
O -1.62 -0.86 0.98
C -1.19 -0.70 -0.33
*
```

As for the largest force on an atom: 1.0 eV Å⁻¹. The orbital gap comes out at 10.2 eV. Its SMILES is O[C@H]1O[C@H]2CN[C@H]21. The value obtained for the relative energy (zero: lowest compared OMol25 entry of this formula, charge and spin) is 2.9698 eV. The highest occupied orbital energy comes out at -9.192 eV.

---

Record 9
Density functional theory data (ωB97M-V with the def2-TZVPD basis set) for a cluster of 2 separate species, C4H7NO2 in total.

```
! RIJCOSX wB97M-V def2-TZVPD def2/J DEFGRID3
* xyz 0 1
H -0.98 2.33 0.55
H 0.78 -0.21 -1.54
O -1.79 -1.57 -0.96
C 0.88 1.13 0.42
H 1.42 -2.37 -0.84
H -0.03 -2.15 -0.41
H -0.85 1.17 1.91
H 1.45 0.57 1.17
O 0.88 -2.20 -0.06
C 0.34 0.22 -0.64
C -0.91 0.26 -0.14
C -0.61 1.35 0.86
H 1.46 2.00 0.10
N -2.05 -0.50 -0.41
*
```

As for the largest force on an atom: 0.5 eV Å⁻¹. The orbital gap (alpha / beta) comes out at 8.5 / 8.5 eV. Its SMILES is O=NC1=CCC1.O. The value obtained for the relative energy (zero: lowest compared OMol25 entry of this formula, charge and spin) is 4.9323 eV. The highest occupied orbital energy (alpha / beta) comes out at -9.312 / -9.313 eV.

---

Record 10
Density functional theory data (ωB97M-V with the def2-TZVPD basis set) for an isolated molecule of C4H7NO2 at a distorted geometry.

```
! RIJCOSX wB97M-V def2-TZVPD def2/J DEFGRID3
* xyz 0 1
H 1.97 0.07 0.52
C -0.97 0.82 0.23
O 1.84 -0.30 1.46
C 0.73 -0.67 -0.99
H 1.04 -1.66 -1.29
C 0.61 -0.68 1.43
H 1.25 0.19 -1.43
H -0.92 -1.32 0.19
C -0.18 -0.51 0.16
O -1.12 1.45 1.26
H -1.94 2.05 -1.08
H 0.28 -1.25 2.30
H -1.13 0.66 -1.78
N -1.48 1.16 -0.98
*
```

As for the largest force on an atom: 1.5 eV Å⁻¹. The orbital gap (alpha / beta) comes out at 6.1 / 8.2 eV. The value obtained for the relative energy (zero: lowest compared OMol25 entry of this formula, charge and spin) is 4.0803 eV. The highest occupied orbital energy (alpha / beta) comes out at -6.722 / -7.789 eV.

---

Record 11
Density functional theory data (ωB97M-V with the def2-TZVPD basis set) for an isolated molecule of C4H7NO2.

```
! RIJCOSX wB97M-V def2-TZVPD def2/J DEFGRID3
* xyz 0 1
N -0.36 1.37 0.64
H -2.76 0.36 -0.24
H 2.12 0.44 -1.27
H 1.28 -1.84 -0.29
C -0.84 0.05 0.62
C 1.17 0.28 -0.76
C -2.05 -0.34 0.20
H -0.98 2.01 0.16
H 2.11 -0.77 0.88
C 1.24 -0.88 0.23
H 0.39 0.09 -1.52
O 0.90 1.47 -0.04
O 0.08 -0.85 1.07
H -2.31 -1.38 0.31
*
```

As for the largest force on an atom: 0.3 eV Å⁻¹. The orbital gap comes out at 9.5 eV. Its SMILES is C=C1NOCCO1. The value obtained for the relative energy (zero: lowest compared OMol25 entry of this formula, charge and spin) is 3.7664 eV. The highest occupied orbital energy comes out at -8.550 eV.

---

Record 12
Density functional theory data (ωB97M-V with the def2-TZVPD basis set) for an isolated molecule of C4H7NO2 at a distorted geometry.

```
! RIJCOSX wB97M-V def2-TZVPD def2/J DEFGRID3
* xyz 0 1
H 2.16 -0.55 -1.45
C -1.18 0.51 0.98
O 1.75 -0.03 0.99
H -1.22 1.57 1.14
C 0.19 -0.02 -0.80
H 1.30 0.63 -2.49
O -1.04 0.21 -0.99
H -2.68 -0.10 2.27
H 2.01 0.81 1.40
C 1.19 -0.27 -1.87
C -1.92 -0.41 1.57
N 0.47 0.20 0.47
H 0.86 -1.09 -2.50
H -1.88 -1.45 1.28
*
```

As for the largest force on an atom: 2.4 eV Å⁻¹. The orbital gap comes out at 9.2 eV. Its SMILES is C=CN(O)C(C)=O. The value obtained for the relative energy (zero: lowest compared OMol25 entry of this formula, charge and spin) is 5.1691 eV. The highest occupied orbital energy comes out at -8.494 eV.

---

Record 13
Density functional theory data (ωB97M-V with the def2-TZVPD basis set) for a structure of composition C4H7NO2.

```
! RIJCOSX wB97M-V def2-TZVPD def2/J DEFGRID3
* xyz 0 1
H 1.77 -0.06 0.30
C -0.15 -1.36 -0.67
C -0.22 0.34 1.84
N -0.39 1.33 0.99
H 0.28 -2.18 -0.11
H -0.33 1.96 -0.96
H -0.22 0.61 2.91
H -1.66 0.77 -0.57
O 1.80 0.03 -0.67
C 0.53 -0.24 -1.11
H -1.17 -1.50 -1.03
O 0.01 -0.86 1.55
H 0.40 0.02 -2.16
C -0.66 1.14 -0.31
*
```

As for the largest force on an atom: 0.5 eV Å⁻¹. The orbital gap (alpha / beta) comes out at 8.0 / 8.0 eV. The value obtained for the relative energy (zero: lowest compared OMol25 entry of this formula, charge and spin) is 4.4087 eV. The highest occupied orbital energy (alpha / beta) comes out at -8.691 / -8.691 eV.

---

Record 14
Density functional theory data (ωB97M-V with the def2-TZVPD basis set) for a cluster of 2 separate species, C4H7NO2 in total at a distorted geometry.

```
! RIJCOSX wB97M-V def2-TZVPD def2/J DEFGRID3
* xyz 0 1
O 1.10 -1.25 0.94
C -1.67 0.75 0.38
H 0.83 2.05 0.41
N 0.00 -1.80 -2.28
C 1.25 1.04 0.54
H -1.27 1.73 0.60
C 0.47 -0.04 0.79
H 2.24 1.16 0.92
H 0.49 -2.68 -2.00
H -1.62 0.49 -0.71
C -0.24 -0.70 -2.34
H -2.74 0.54 0.76
H 1.99 -1.07 0.97
O -0.83 -0.22 1.02
*
```

As for the largest force on an atom: 6.8 eV Å⁻¹. The orbital gap comes out at 9.3 eV. The value obtained for the relative energy (zero: lowest compared OMol25 entry of this formula, charge and spin) is 3.9570 eV. The highest occupied orbital energy comes out at -8.440 eV.

---

Record 15
Density functional theory data (ωB97M-V with the def2-TZVPD basis set) for an isolated molecule of C4H7NO2 at a distorted geometry.

```
! RIJCOSX wB97M-V def2-TZVPD def2/J DEFGRID3
* xyz 0 1
H 0.89 -1.90 -0.61
H -1.49 -0.99 -0.88
H -0.33 -1.46 1.64
O -0.85 0.68 -1.89
H 0.15 0.08 2.53
C -0.01 -0.43 1.58
H -0.79 1.55 -1.46
H 1.42 -0.41 -1.48
O -0.33 1.82 0.55
C 0.75 -0.82 -0.71
C -0.68 -0.25 -0.86
N 1.00 -0.08 0.56
H 0.65 1.77 0.57
C -0.38 0.44 0.47
*
```

As for the largest force on an atom: 1.6 eV Å⁻¹. The orbital gap comes out at 10.4 eV. Its SMILES is O[C@H]1CN2C[C@]12O. The value obtained for the relative energy (zero: lowest compared OMol25 entry of this formula, charge and spin) is 3.4976 eV. The highest occupied orbital energy comes out at -9.453 eV.

---

Record 16
Density functional theory data (ωB97M-V with the def2-TZVPD basis set) for an isolated molecule of C4H7NO2.

```
! RIJCOSX wB97M-V def2-TZVPD def2/J DEFGRID3
* xyz 0 1
O 0.59 2.98 -0.92
H -1.57 -0.74 -0.78
C 0.53 1.77 -0.97
H 1.39 1.10 -0.76
H 0.90 -2.18 0.70
H 1.05 -1.21 2.20
C 0.39 -1.50 1.38
C -0.11 -0.25 0.71
H -1.45 1.53 -1.26
O -0.16 0.80 1.31
H 0.07 -0.98 -1.35
H -0.48 -2.02 1.81
N -0.58 1.02 -1.32
C -0.57 -0.31 -0.76
*
```

As for the largest force on an atom: 0.5 eV Å⁻¹. The orbital gap comes out at 10.4 eV. Its SMILES is CC(=O)CNC=O. The value obtained for the relative energy (zero: lowest compared OMol25 entry of this formula, charge and spin) is 0.9152 eV. The highest occupied orbital energy comes out at -9.783 eV.

---

Record 17
Density functional theory data (ωB97M-V with the def2-TZVPD basis set) for an isolated molecule of C4H7NO2.

```
! RIJCOSX wB97M-V def2-TZVPD def2/J DEFGRID3
* xyz 0 1
O 0.67 1.81 -1.77
H -0.91 -0.90 -1.11
H 1.89 0.40 0.52
H -1.64 -0.60 1.27
H 0.62 -1.63 0.99
N 0.23 -0.93 0.36
O -0.41 -1.65 -0.66
C 1.23 -0.01 -0.26
C 0.29 1.10 -0.85
H 1.81 -0.57 -1.00
C -0.92 0.97 -0.14
H -0.31 0.39 1.92
H -1.78 1.62 -0.25
C -0.77 0.01 0.99
*
```

As for the largest force on an atom: 0.4 eV Å⁻¹. The orbital gap comes out at 7.7 eV. Its SMILES is [O-]C1=CC[N@@H+](O)C1. The value obtained for the relative energy (zero: lowest compared OMol25 entry of this formula, charge and spin) is 4.2492 eV. The highest occupied orbital energy comes out at -7.452 eV.

---

Record 18
Density functional theory data (ωB97M-V with the def2-TZVPD basis set) for a cluster of 2 separate species, C4H7NO2 in total.

```
! RIJCOSX wB97M-V def2-TZVPD def2/J DEFGRID3
* xyz 0 1
O -1.17 -1.66 -0.09
H 0.68 -1.27 0.97
H -0.64 2.18 0.90
H -0.87 1.39 -0.78
H 2.27 0.97 0.40
O 1.32 -0.59 1.24
H 1.83 0.34 -1.95
H -3.04 -0.91 0.20
N -1.56 0.37 0.91
C 1.48 -0.28 -1.13
H 0.93 -1.18 -1.37
C -1.95 -0.79 0.27
C 1.72 0.07 0.13
C -1.01 1.34 0.31
*
```

As for the largest force on an atom: 0.5 eV Å⁻¹. The orbital gap comes out at 9.5 eV. Its SMILES is C=NC=O.C=CO. The value obtained for the relative energy (zero: lowest compared OMol25 entry of this formula, charge and spin) is 2.5283 eV. The highest occupied orbital energy comes out at -8.939 eV.